{
  "formula": "C20H42CrNPSi2",
  "method": "ωB97M-V/def2-TZVPD",
  "species": ["C", "C", "C", "C", "C", "C", "C", "C", "N", "Cr", "C", "P", "H", "H", "H", "H", "H", "H", "H", "H", "C", "C", "H", "C", "C", "H", "H", "H", "H", "H", "H", "H", "H", "H", "H", "H", "H", "H", "H", "C", "Si", "C", "C", "C", "Si", "C", "C", "C", "H", "H", "H", "H", "H", "H", "H", "H", "H", "H", "H", "H", "H", "H", "H", "H", "H", "H", "H"],
  "coordinates": [[-2.927652, 0.239300, -3.666324], [-2.565234, -0.995795, -3.140274], [-1.660808, -1.137751, -2.067258], [-1.235984, 0.043417, -1.408745], [-1.572824, 1.290329, -1.987999], [-2.423237, 1.402454, -3.094844], [-1.380063, -2.577308, -1.621739], [-0.072396, -3.402582, -1.847618], [1.246582, -2.882714, -2.160140], [-0.793795, 0.435116, 0.671895], [-0.907454, 2.556742, -1.449600], [0.527887, 1.970162, -0.471418], [-2.983023, -1.893943, -3.595244], [-2.608389, 2.391243, -3.521134], [-3.594098, 0.300435, -4.524533], [-1.498489, 3.240358, -0.813974], [-0.497860, 3.192943, -2.249939], [-1.649650, -2.664137, -0.548507], [-2.139948, -3.204565, -2.134873], [0.088502, -4.002438, -0.933893], [1.149806, 3.388256, 0.452193], [1.708565, 1.748198, -1.856624], [-0.298248, -4.113745, -2.672101], [1.389532, -1.811910, -3.122714], [2.187732, -2.815591, -1.046508], [0.851511, 0.319670, 1.492985], [1.784945, -2.184780, -4.081842], [0.419956, -1.322889, -3.305368], [2.122513, -1.079884, -2.736496], [3.019219, -3.542749, -1.168687], [2.636384, -1.809025, -0.992925], [1.666648, -3.057288, -0.097136], [2.008863, 2.746167, -2.220203], [2.592895, 1.196455, -1.513582], [1.262554, 1.196031, -2.699884], [1.336192, 4.214816, -0.247621], [0.444541, 3.712565, 1.230431], [2.088421, 3.103057, 0.948740], [0.947136, -0.134547, 0.866133], [-0.762690, 0.659318, 4.211755], [-1.912076, 0.122633, 2.836729], [-3.546365, -0.449970, 3.525404], [-2.314381, 1.652937, 1.716196], [-1.177462, -1.252298, 1.769657], [-0.310293, -2.604948, 2.709222], [-1.193215, -3.021547, 4.334203], [-0.307684, -4.258104, 1.785175], [1.480834, -2.196800, 3.112114], [-1.272729, 1.474416, 4.741195], [0.189332, 1.050829, 3.833137], [-0.536297, -0.134626, 4.931866], [-4.008747, 0.388393, 4.059389], [-4.232854, -0.774115, 2.733896], [-3.413111, -1.282371, 4.221537], [-1.699115, 2.568685, 1.734271], [-2.836003, 1.564477, 0.744068], [-3.140121, 1.823026, 2.441416], [-1.984174, -1.758288, 1.196091], [-2.264839, -3.215519, 4.189105], [-0.746493, -3.952324, 4.715977], [-1.097627, -2.264032, 5.122715], [0.627243, -4.452225, 1.243005], [-0.426658, -5.080429, 2.508545], [-1.135100, -4.340234, 1.068994], [2.104921, -2.064689, 2.217908], [1.574764, -1.292442, 3.727662], [1.900206, -3.038727, 3.685638]],
  "forces_ev_per_a": [[-0.078, 0.324, 0.144], [0.448, -0.250, -0.082], [-0.756, 0.325, -0.334], [0.074, -0.151, 0.323], [-0.285, -0.020, -0.363], [0.523, -0.141, -0.038], [-0.866, -0.029, 0.551], [0.396, -0.776, -0.608], [0.220, 0.715, 0.922], [1.660, -1.540, -1.625], [0.418, 0.661, 0.138], [-0.851, 0.685, -1.203], [0.114, 0.129, 0.009], [-0.146, -0.304, 0.045], [0.076, -0.075, 0.175], [-0.182, -0.438, -0.195], [-0.366, -0.140, -0.091], [0.348, 0.261, -0.507], [0.287, 0.405, 0.311], [-0.332, 0.071, -0.592], [0.472, 0.673, -0.170], [0.448, -0.064, 0.112], [-0.093, 0.216, 0.470], [-0.071, -0.106, -0.276], [-0.101, -0.325, 0.040], [0.600, -0.254, 0.318], [-0.107, 0.136, 0.082], [0.435, 0.013, -0.037], [-0.450, -0.090, -0.292], [-0.297, 0.331, 0.101], [-0.104, -0.264, 0.283], [0.426, 0.301, -0.413], [-0.024, -0.340, 0.186], [-0.076, 0.176, -0.181], [-0.055, 0.150, 0.571], [0.101, 0.034, 0.371], [0.118, -0.158, -0.291], [-0.189, 0.168, -0.141], [0.323, -0.247, 0.420], [-0.105, 0.552, 0.045], [0.340, -2.711, 0.080], [-0.334, 0.552, 0.145], [-0.999, 0.987, 0.698], [-0.963, -0.185, 0.637], [-0.249, 0.374, -0.418], [0.127, -0.201, 0.218], [-0.030, -0.236, -0.026], [0.190, -0.107, 0.253], [0.234, -0.038, 0.151], [-0.156, -0.043, 0.042], [-0.176, 0.105, -0.206], [-0.235, -0.173, 0.118], [0.163, 0.081, 0.081], [0.053, 0.162, -0.091], [-0.219, -0.341, 0.090], [0.189, -0.084, 0.344], [0.204, 0.491, -0.525], [0.025, 0.234, 0.439], [0.237, 0.015, -0.073], [-0.116, 0.199, 0.046], [-0.012, -0.113, -0.166], [-0.189, 0.101, 0.095], [0.038, 0.210, -0.176], [0.118, 0.032, 0.115], [-0.198, -0.032, 0.126], [0.005, -0.140, -0.083], [-0.002, 0.245, -0.091]],
  "mulliken_charge": [-0.8821, -0.7336, -0.9680, 1.4238, 1.5557, -0.8067, 0.6085, -1.0916, 0.0759, -2.4949, -1.3939, 1.4783, 0.3756, 0.4316, 0.3653, 0.4537, 0.5704, -0.5509, 0.4441, 0.4753, -1.4131, -1.2991, 0.2781, -0.5830, -0.5214, -0.0073, 0.2878, 0.1377, 0.1584, 0.2735, 0.1782, -0.0807, 0.4108, 0.3834, 0.2888, 0.4141, 0.3292, 0.3712, 0.0486, -0.9690, 0.5640, -1.2594, -1.4447, 0.6736, 0.1274, -1.1938, -1.3647, -1.0271, 0.4082, 0.2244, 0.2685, 0.4326, 0.2958, 0.3395, 0.3608, 0.5658, 0.4020, 0.3385, 0.3350, 0.3775, 0.3063, 0.3987, 0.4906, 0.3673, 0.2695, 0.3276, 0.3934],
  "de_lowest_kj_mol": 93.6,
  "homo_lumo_gap_ev": [7.3, 7.6],
  "multiplicity": 5,
  "total_charge": 0
}